{
  "formula": "H14O7Pd",
  "method": "the ωB97M-V functional and the def2-TZVPD basis",
  "species": ["Pd", "O", "H", "H", "O", "H", "H", "O", "H", "H", "O", "H", "H", "O", "H", "H", "O", "H", "H", "O", "H", "H"],
  "coordinates": [[-0.02, -0.05, 0.08], [-2.14, -1.14, -0.37], [-2.03, -2.07, -0.56], [-3.09, -1.00, -0.39], [0.30, -2.48, -0.44], [-0.27, -3.18, -0.13], [0.89, -2.91, -1.06], [1.72, -0.53, 1.50], [2.67, -0.59, 1.40], [1.54, -0.93, 2.35], [-0.99, 1.77, -0.74], [-1.89, 2.07, -0.61], [-0.61, 2.40, -1.35], [-1.14, 0.62, 1.78], [-1.33, 1.53, 1.99], [-1.52, 0.12, 2.51], [0.90, -0.13, -1.90], [0.78, 0.46, -2.64], [1.59, -0.73, -2.17], [1.34, 1.93, 0.19], [2.22, 2.11, -0.13], [1.09, 2.71, 0.69]],
  "de_lowest_ev": 0.778,
  "total_charge": 2,
  "e_homo_ev": [-19.06, -18.86],
  "multiplicity": 3,
  "gap_ev": [12.305, 9.346]
}



{
  "formula": "C4H7N3",
  "method": "the ωB97M-V functional and the def2-TZVPD basis",
  "species": ["C", "C", "N", "C", "N", "C", "N", "H", "H", "H", "H", "H", "H", "H"],
  "coordinates": [[-2.16, 0.29, -0.23], [-0.88, -0.37, 0.30], [0.26, 0.53, 0.18], [1.47, 0.16, -0.26], [2.07, -1.10, 0.10], [2.65, 1.02, -0.33], [3.04, 0.05, 0.48], [-2.06, 0.58, -1.28], [-2.43, 1.18, 0.35], [-3.00, -0.42, -0.14], [-0.63, -1.25, -0.30], [-1.01, -0.70, 1.33], [0.15, 1.48, 0.51], [2.53, -1.46, -0.72]],
  "de_lowest_ev": 5.051,
  "e_homo_ev": -8.40,
  "gap_ev": 8.934
}



{
  "formula": "C3H9NOS",
  "method": "the ωB97M-V functional and the def2-TZVPD basis",
  "species": ["C", "S", "C", "H", "H", "H", "H", "H", "H", "C", "N", "O", "H", "H", "H"],
  "coordinates": [[-0.03, -0.99, 1.66], [1.16, -1.09, 0.10], [-0.27, -1.45, -0.94], [-1.06, -1.17, 1.49], [0.13, -0.03, 2.11], [0.33, -1.70, 2.41], [-0.30, -2.52, -0.98], [-1.31, -1.11, -1.13], [0.02, -1.01, -1.89], [-0.33, 1.75, -0.24], [0.83, 2.01, -0.98], [-1.36, 1.10, -0.54], [-0.38, 2.43, 0.66], [1.41, 2.70, -0.51], [1.15, 1.08, -1.23]],
  "de_lowest_ev": 2.274,
  "e_homo_ev": -8.80,
  "smiles": "NC=O.CSC",
  "gap_ev": 9.510
}



{
  "formula": "C22H61N11O10",
  "method": "the ωB97M-V functional and the def2-TZVPD basis",
  "species": ["C", "O", "C", "C", "N", "C", "C", "O", "C", "H", "H", "H", "H", "H", "H", "H", "H", "H", "H", "H", "H", "H", "H", "H", "C", "O", "C", "C", "N", "C", "C", "O", "C", "H", "H", "H", "H", "H", "H", "H", "H", "H", "H", "H", "H", "H", "H", "H", "C", "O", "C", "C", "N", "C", "C", "O", "C", "H", "H", "H", "H", "H", "H", "H", "H", "H", "H", "H", "H", "H", "H", "H", "C", "O", "N", "N", "H", "H", "H", "H", "C", "O", "N", "N", "H", "H", "H", "H", "C", "O", "N", "N", "H", "H", "H", "H", "C", "O", "N", "N", "H", "H", "H", "H"],
  "coordinates": [[2.85, 0.41, 8.21], [4.01, 0.63, 7.45], [4.71, -0.55, 7.04], [3.94, -1.37, 5.93], [3.37, -0.41, 4.98], [4.36, 0.05, 3.97], [3.67, 1.09, 3.01], [2.62, 0.53, 2.23], [2.97, -0.14, 1.06], [3.02, -0.41, 8.90], [2.05, 0.14, 7.52], [2.71, 1.35, 8.73], [4.92, -1.10, 7.96], [5.62, -0.17, 6.57], [3.07, -1.66, 6.51], [4.45, -2.21, 5.45], [3.34, 0.44, 5.51], [4.94, -0.79, 3.58], [5.13, 0.70, 4.38], [4.47, 1.54, 2.42], [3.35, 1.95, 3.60], [3.89, -0.71, 1.18], [3.01, 0.56, 0.22], [2.18, -0.88, 0.90], [-0.78, 0.53, -4.49], [0.07, 0.82, -3.45], [0.42, 2.18, -3.23], [1.83, 2.43, -2.52], [2.99, 2.11, -3.40], [3.25, 0.71, -3.82], [4.73, 0.60, -4.18], [5.71, 0.86, -3.16], [5.65, -0.04, -2.05], [-1.68, 1.15, -4.41], [-1.05, -0.52, -4.34], [-0.31, 0.67, -5.46], [-0.39, 2.61, -2.64], [0.48, 2.81, -4.12], [2.01, 2.09, -1.50], [1.83, 3.49, -2.28], [3.84, 2.42, -2.97], [2.57, 0.38, -4.61], [2.91, 0.01, -3.06], [4.88, 1.23, -5.06], [4.88, -0.44, -4.47], [6.46, 0.23, -1.37], [5.75, -1.08, -2.37], [4.67, 0.03, -1.58], [-7.91, 5.20, -2.39], [-6.90, 4.58, -1.60], [-5.60, 4.61, -2.18], [-4.76, 3.72, -1.22], [-5.02, 2.26, -1.19], [-4.37, 1.44, -0.16], [-4.54, -0.03, -0.51], [-5.67, -0.57, 0.02], [-5.84, -1.91, -0.32], [-7.90, 4.72, -3.37], [-7.84, 6.28, -2.50], [-8.91, 5.00, -2.03], [-5.09, 5.55, -1.99], [-5.55, 4.20, -3.19], [-4.95, 4.08, -0.21], [-3.70, 3.90, -1.40], [-5.98, 2.06, -1.41], [-4.82, 1.60, 0.82], [-3.33, 1.76, -0.09], [-3.78, -0.70, -0.10], [-4.59, -0.17, -1.59], [-5.15, -2.62, 0.14], [-5.76, -2.01, -1.40], [-6.82, -2.30, -0.04], [-0.48, -1.55, -1.33], [-0.38, -2.55, -0.60], [0.49, -0.71, -1.43], [-1.60, -1.19, -1.91], [0.45, -0.02, -2.17], [1.43, -0.99, -1.19], [-1.62, -0.38, -2.51], [-2.43, -1.74, -1.75], [-3.64, -4.03, -2.23], [-3.45, -3.11, -3.01], [-4.38, -5.03, -2.48], [-3.01, -4.22, -1.14], [-4.84, -5.07, -3.38], [-4.46, -5.86, -1.90], [-3.19, -5.06, -0.61], [-2.25, -3.59, -0.95], [2.94, -3.50, -0.16], [3.01, -2.46, -0.83], [1.90, -3.98, 0.48], [3.93, -4.32, -0.16], [2.08, -4.89, 0.87], [0.97, -3.58, 0.43], [4.71, -4.04, -0.73], [3.97, -5.13, 0.46], [-1.12, 0.37, 2.29], [-2.25, 0.72, 2.01], [-0.37, -0.42, 1.64], [-0.43, 0.88, 3.28], [0.61, -0.58, 1.84], [-0.76, -0.93, 0.86], [-0.92, 1.51, 3.91], [0.47, 0.53, 3.57]],
  "de_lowest_ev": 4.504,
  "e_homo_ev": -7.51,
  "smiles": "COCCNCCOC.COCCNCCOC.COCCNCCOC.NC(N)=O.NC(N)=O.NC(N)=O.NC(N)=O",
  "gap_ev": 8.008
}



{
  "formula": "C7H9Cl17",
  "method": "the ωB97M-V functional and the def2-TZVPD basis",
  "species": ["C", "Cl", "Cl", "Cl", "H", "C", "Cl", "Cl", "Cl", "H", "C", "Cl", "Cl", "Cl", "H", "C", "Cl", "Cl", "Cl", "H", "C", "Cl", "Cl", "Cl", "H", "Cl", "C", "C", "Cl", "H", "H", "H", "H"],
  "coordinates": [[1.70, -2.37, -3.28], [0.74, -1.12, -4.12], [2.63, -3.36, -4.43], [0.53, -3.45, -2.37], [2.31, -1.86, -2.50], [1.91, 1.98, 3.64], [0.13, 2.07, 3.94], [2.23, 3.03, 2.18], [2.53, 0.37, 3.40], [2.29, 2.55, 4.48], [-4.11, -1.30, -2.35], [-3.27, 0.22, -2.41], [-5.07, -1.42, -0.91], [-2.83, -2.46, -2.38], [-4.81, -1.50, -3.24], [4.69, -2.21, 0.75], [3.19, -2.95, 1.47], [4.29, -1.16, -0.66], [5.75, -3.49, 0.37], [5.14, -1.55, 1.57], [-3.50, 3.91, 1.03], [-3.36, 2.44, 2.05], [-3.44, 3.42, -0.62], [-2.23, 5.09, 1.43], [-4.48, 4.32, 1.22], [-0.98, -1.52, 1.45], [-0.02, -0.54, 0.31], [-0.62, 0.81, 0.20], [0.20, 1.72, -1.15], [-0.17, -1.04, -0.63], [1.00, -0.65, 0.69], [-0.72, 1.35, 1.06], [-1.64, 0.68, -0.21]],
  "de_lowest_ev": 0.753,
  "e_homo_ev": -10.66,
  "gap_ev": 11.025
}



{
  "formula": "C4H4N2",
  "method": "the ωB97M-V functional and the def2-TZVPD basis",
  "species": ["C", "C", "N", "C", "C", "N", "H", "H", "H", "H"],
  "coordinates": [[-0.61, -1.55, 0.10], [-1.04, 0.70, 0.29], [-0.81, 0.97, -0.93], [0.38, 0.95, -0.02], [1.28, -0.23, 0.04], [0.64, -1.33, -0.01], [-1.11, -2.00, -0.77], [-1.91, 0.73, 0.94], [0.84, 1.92, 0.13], [2.34, -0.17, 0.23]],
  "de_lowest_ev": 4.955,
  "e_homo_ev": -8.20,
  "gap_ev": 8.288
}



{
  "formula": "C9H10N2O3S",
  "method": "the ωB97M-V functional and the def2-TZVPD basis",
  "species": ["C", "C", "C", "C", "C", "C", "C", "C", "C", "N", "N", "O", "O", "O", "S", "H", "H", "H", "H", "H", "H", "H", "H", "H", "H"],
  "coordinates": [[-2.04, 1.76, -1.01], [-2.71, 2.62, -0.23], [-1.03, 1.22, -0.11], [1.37, -2.33, -1.15], [1.50, -1.16, -1.79], [0.27, -2.57, -0.23], [0.43, -0.14, -1.55], [-0.19, -1.94, 0.84], [0.18, 0.36, -0.32], [-1.27, 1.67, 1.08], [0.84, 0.47, 2.40], [2.53, -0.17, 0.67], [1.72, 2.16, 0.62], [-2.28, 2.55, 1.03], [1.51, 0.78, 0.88], [-2.05, 1.52, -2.01], [-3.53, 3.37, -0.37], [2.11, -2.97, -1.50], [2.15, -0.95, -2.51], [-0.43, -3.31, -0.63], [-0.18, -0.15, -2.41], [-1.10, -2.20, 1.14], [0.47, -1.45, 1.47], [1.08, -0.43, 2.71], [0.66, 1.28, 2.99]],
  "de_lowest_ev": 5.585,
  "e_homo_ev": -9.12,
  "smiles": "C=C/C=C\\C=C(\\c1ccon1)S(N)(=O)=O",
  "gap_ev": 9.555
}



{
  "formula": "C57H143BN9O28",
  "method": "the ωB97M-V functional and the def2-TZVPD basis",
  "species": ["O", "C", "O", "B", "O", "C", "O", "O", "C", "O", "C", "O", "O", "C", "O", "H", "H", "H", "H", "C", "O", "H", "H", "H", "H", "C", "O", "H", "H", "H", "H", "C", "O", "H", "H", "H", "H", "C", "O", "H", "H", "H", "H", "C", "O", "C", "C", "N", "C", "C", "O", "C", "H", "H", "H", "H", "H", "H", "H", "H", "H", "H", "H", "H", "H", "H", "H", "C", "O", "C", "C", "N", "C", "C", "O", "C", "H", "H", "H", "H", "H", "H", "H", "H", "H", "H", "H", "H", "H", "H", "H", "C", "O", "C", "C", "N", "C", "C", "O", "C", "H", "H", "H", "H", "H", "H", "H", "H", "H", "H", "H", "H", "H", "H", "H", "C", "O", "C", "C", "N", "C", "C", "O", "C", "H", "H", "H", "H", "H", "H", "H", "H", "H", "H", "H", "H", "H", "H", "H", "C", "O", "C", "C", "N", "C", "C", "O", "C", "H", "H", "H", "H", "H", "H", "H", "H", "H", "H", "H", "H", "H", "H", "H", "C", "O", "C", "C", "N", "C", "C", "O", "C", "H", "H", "H", "H", "H", "H", "H", "H", "H", "H", "H", "H", "H", "H", "H", "C", "C", "C", "O", "C", "N", "H", "H", "H", "H", "H", "H", "H", "H", "H", "H", "H", "C", "C", "C", "O", "C", "N", "H", "H", "H", "H", "H", "H", "H", "H", "H", "H", "H", "C", "C", "C", "O", "C", "N", "H", "H", "H", "H", "H", "H", "H", "H", "H", "H", "H"],
  "coordinates": [[-2.74, -1.22, -0.52], [-1.55, -1.09, -0.55], [-0.90, 0.00, -0.79], [0.56, -0.22, -0.70], [0.73, -1.61, -0.31], [-0.48, -2.18, -0.22], [-0.67, -3.34, 0.01], [1.24, 0.74, 0.19], [1.99, 1.57, -0.49], [2.58, 2.52, -0.06], [1.92, 1.10, -1.97], [1.17, 0.03, -2.01], [2.56, 1.49, -2.91], [2.38, -4.70, -1.08], [3.50, -4.91, -0.23], [1.90, -3.80, -0.70], [2.75, -4.72, -2.11], [1.66, -5.53, -0.99], [3.20, -4.82, 0.68], [3.05, -0.84, -5.54], [4.42, -0.69, -5.91], [2.60, -0.01, -4.98], [2.39, -0.91, -6.40], [3.05, -1.74, -4.92], [4.89, -0.23, -5.18], [-5.62, -1.29, 1.50], [-6.30, -0.48, 2.44], [-4.98, -1.98, 2.05], [-6.35, -1.87, 0.92], [-5.02, -0.76, 0.76], [-6.56, -0.99, 3.20], [2.18, -0.22, 3.37], [2.06, -1.57, 3.84], [2.27, 0.46, 4.23], [3.08, -0.07, 2.78], [1.25, 0.04, 2.85], [1.17, -1.67, 4.25], [-1.00, 3.23, 0.16], [-1.48, 4.42, 0.78], [-1.86, 2.58, -0.01], [-0.45, 3.36, -0.77], [-0.30, 2.80, 0.88], [-1.03, 5.18, 0.34], [-2.88, 0.69, 2.63], [-2.38, -0.25, 3.59], [-1.72, -1.32, 2.97], [-1.39, -2.38, 4.00], [-0.53, -1.94, 5.09], [-0.13, -3.07, 5.93], [0.58, -2.49, 7.14], [-0.37, -1.70, 7.82], [0.08, -0.83, 8.82], [-3.22, 0.35, 1.65], [-2.01, 1.32, 2.41], [-3.70, 1.21, 3.11], [-0.77, -1.00, 2.51], [-2.37, -1.71, 2.18], [-0.91, -3.25, 3.55], [-2.33, -2.78, 4.40], [-0.96, -1.27, 5.72], [0.64, -3.65, 5.39], [-0.96, -3.76, 6.12], [1.36, -1.80, 6.81], [1.01, -3.25, 7.80], [-0.75, -0.47, 9.42], [0.53, 0.06, 8.35], [0.84, -1.30, 9.46], [-9.32, 3.38, -1.87], [-9.83, 2.34, -1.08], [-10.26, 1.20, -1.76], [-9.18, 0.38, -2.48], [-7.96, 0.32, -1.68], [-6.90, -0.43, -2.32], [-6.14, 0.41, -3.38], [-5.64, 1.62, -2.88], [-4.56, 1.50, -1.97], [-10.14, 3.76, -2.51], [-8.53, 3.08, -2.56], [-9.06, 4.27, -1.31], [-11.04, 1.43, -2.50], [-10.74, 0.52, -1.06], [-9.01, 0.84, -3.47], [-9.54, -0.63, -2.64], [-7.69, 1.28, -1.48], [-7.28, -1.38, -2.70], [-6.18, -0.74, -1.55], [-6.82, 0.55, -4.22], [-5.32, -0.22, -3.74], [-4.42, 2.47, -1.50], [-3.68, 1.23, -2.56], [-4.73, 0.83, -1.13], [0.46, 2.83, 10.28], [0.12, 2.64, 8.91], [-1.10, 3.25, 8.56], [-1.33, 2.89, 7.09], [-0.47, 3.74, 6.26], [-0.40, 3.19, 4.91], [0.67, 3.91, 4.10], [1.95, 3.41, 4.51], [2.90, 3.35, 3.47], [-0.25, 2.31, 10.92], [0.47, 3.91, 10.46], [1.49, 2.54, 10.45], [-0.99, 4.33, 8.73], [-1.96, 2.99, 9.18], [-2.37, 2.94, 6.79], [-1.00, 1.85, 6.98], [0.44, 3.64, 6.71], [-1.37, 3.12, 4.42], [0.03, 2.17, 4.95], [0.71, 4.99, 4.27], [0.52, 3.82, 3.02], [2.57, 2.72, 2.64], [3.87, 2.93, 3.76], [3.07, 4.38, 3.14], [3.54, 4.82, -2.24], [2.50, 5.71, -1.88], [2.39, 5.88, -0.49], [1.31, 6.88, -0.15], [-0.02, 6.49, -0.60], [-0.97, 7.56, -0.29], [-0.67, 8.96, -0.80], [-0.24, 8.88, -2.14], [0.05, 10.17, -2.68], [3.34, 4.51, -3.26], [3.69, 3.99, -1.55], [4.52, 5.31, -2.29], [3.37, 6.21, -0.11], [2.24, 4.91, 0.01], [1.66, 7.85, -0.55], [1.27, 7.01, 0.94], [0.02, 6.45, -1.62], [-1.20, 7.63, 0.78], [-1.96, 7.31, -0.69], [0.12, 9.47, -0.23], [-1.56, 9.60, -0.69], [0.73, 10.70, -2.01], [-0.90, 10.71, -2.76], [0.51, 10.02, -3.65], [-1.02, -9.82, 6.21], [-1.70, -9.66, 4.99], [-3.08, -9.43, 5.23], [-3.82, -9.38, 3.91], [-3.23, -8.30, 3.07], [-3.67, -8.46, 1.69], [-3.12, -7.36, 0.80], [-1.77, -7.68, 0.44], [-1.22, -6.74, -0.44], [-0.87, -8.83, 6.68], [0.00, -10.18, 6.07], [-1.51, -10.49, 6.92], [-3.22, -8.48, 5.76], [-3.46, -10.28, 5.81], [-4.84, -8.99, 3.98], [-3.78, -10.35, 3.40], [-2.22, -8.47, 3.06], [-4.75, -8.33, 1.61], [-3.50, -9.46, 1.28], [-3.05, -6.47, 1.44], [-3.79, -7.13, -0.04], [-1.82, -5.89, -0.79], [-0.63, -7.21, -1.23], [-0.46, -6.13, 0.07], [4.11, -1.48, -0.23], [4.89, -0.58, -1.00], [5.63, -1.13, -2.08], [6.23, 0.07, -2.79], [5.24, 0.73, -3.65], [5.79, 2.06, -3.97], [5.00, 2.71, -5.10], [5.39, 4.05, -5.24], [4.95, 4.61, -6.46], [4.70, -2.35, 0.08], [3.26, -1.77, -0.85], [3.80, -1.04, 0.72], [4.92, -1.69, -2.68], [6.39, -1.82, -1.69], [7.09, -0.29, -3.37], [6.65, 0.78, -2.08], [4.44, 0.97, -3.08], [6.84, 2.04, -4.27], [5.78, 2.74, -3.11], [3.93, 2.64, -4.89], [5.16, 2.11, -6.01], [5.29, 5.63, -6.60], [3.85, 4.58, -6.51], [5.33, 3.96, -7.26], [-0.10, -4.18, -7.68], [0.63, -5.07, -6.66], [0.46, -4.58, -5.21], [0.81, -3.22, -5.09], [0.71, -2.80, -3.76], [0.10, -6.43, -6.76], [-1.17, -4.28, -7.49], [0.22, -4.47, -8.68], [0.15, -3.13, -7.58], [1.68, -5.07, -6.96], [1.11, -5.23, -4.60], [-0.58, -4.74, -4.92], [1.55, -3.13, -3.14], [-0.17, -3.12, -3.17], [0.73, -1.71, -3.72], [0.71, -7.04, -6.22], [-0.79, -6.50, -6.28], [6.02, 3.58, 1.58], [6.16, 2.35, 0.69], [7.48, 1.60, 0.82], [8.50, 2.42, 0.30], [9.76, 1.83, 0.30], [5.06, 1.41, 1.00], [5.05, 4.06, 1.45], [6.78, 4.33, 1.36], [6.24, 3.38, 2.63], [6.00, 2.61, -0.36], [7.41, 0.60, 0.38], [7.62, 1.36, 1.89], [10.11, 1.55, 1.31], [10.48, 2.61, 0.03], [9.86, 0.95, -0.34], [5.05, 0.71, 0.26], [4.17, 1.89, 0.89], [-0.87, 1.13, -4.46], [-1.33, -0.09, -5.22], [-2.73, -0.56, -4.83], [-3.22, -1.64, -5.59], [-2.74, -2.90, -5.21], [-1.29, 0.19, -6.67], [-0.84, 0.94, -3.39], [-1.50, 2.00, -4.70], [0.16, 1.40, -4.72], [-0.62, -0.91, -5.03], [-3.41, 0.25, -5.13], [-2.86, -0.65, -3.75], [-2.99, -3.65, -5.96], [-3.12, -3.23, -4.23], [-1.65, -2.92, -5.08], [-0.36, 0.50, -6.93], [-1.33, -0.73, -7.12]],
  "total_charge": -1,
  "e_homo_ev": -6.83,
  "gap_ev": 8.869
}